The following is a quantum chemistry calculation of 2 unconnected molecules or ions with the total composition C6H10, from the Open Molecules 2025 dataset.

Orbital gap (spin up / spin down) (eV): 4.93 / 6.14
Largest force on an atom (hartree/bohr): 0.0500
ΔE to the lowest compared entry with this formula, charge and spin (kcal per mole): 76.8

```
! RIJCOSX wB97M-V def2-TZVPD def2/J DEFGRID3
* xyz -1 2
C 0.94 1.16 1.04
C 1.49 1.23 2.32
C 1.10 -0.15 0.24
C -0.24 -0.61 -0.24
C -0.77 -0.75 -1.44
C -2.24 -1.00 -1.68
H 0.05 1.72 0.70
H 2.65 2.31 1.84
H 1.03 2.08 2.87
H 1.79 -0.07 -0.60
H 1.37 -0.86 1.01
H -0.93 -0.70 0.61
H -0.17 -0.53 -2.32
H -2.65 -1.54 -0.84
H -2.73 -0.03 -1.83
H -2.34 -1.62 -2.58
*
```

=====

The following is a quantum chemistry calculation of a molecular structure, C27H17BF14N2O6Sc, from the Open Molecules 2025 dataset.

Orbital gap (eV): 6.63
Largest force on an atom (hartree/bohr): 0.0371
ΔE to the lowest compared entry with this formula, charge and spin (kcal per mole): 0.0

```
! RIJCOSX wB97M-V def2-TZVPD def2/J DEFGRID3
* xyz -1 1
Sc 3.02 2.21 19.97
O 1.70 6.26 19.17
C 2.59 5.43 19.79
O 3.34 4.59 18.92
C 2.66 5.12 21.09
C 1.91 5.86 22.10
C 2.07 5.56 23.40
C 2.85 4.42 23.80
C 3.39 3.69 22.78
N 3.36 3.97 21.45
C 3.84 2.29 23.01
O 4.32 1.95 24.21
O 3.71 1.46 22.14
H 0.86 5.77 19.07
H 1.32 6.68 21.79
H 1.55 6.13 24.16
H 2.88 4.10 24.83
H 4.41 2.76 24.72
C -1.68 5.50 16.21
C -0.59 4.55 16.58
C 0.66 4.53 15.98
C 1.64 3.65 16.39
C 1.44 2.77 17.46
N 2.50 1.95 17.93
C 3.24 1.22 16.98
C 2.80 1.06 15.64
C 3.58 0.52 14.65
C 4.89 0.14 14.92
C 5.80 -0.43 13.84
C 5.26 0.10 16.24
C 4.49 0.60 17.28
C 5.01 0.43 18.73
O 4.02 0.50 19.62
C 5.78 -0.94 18.91
F 7.04 -0.86 18.37
F 5.18 -1.97 18.26
F 5.93 -1.24 20.22
C 6.04 1.55 19.14
F 5.30 2.72 19.36
F 6.73 1.31 20.27
F 6.96 1.78 18.21
C 0.21 2.81 18.10
C -0.78 3.69 17.65
C 0.04 1.93 19.38
O 1.06 2.14 20.27
C -1.28 2.33 20.14
F -2.38 2.09 19.41
F -1.43 1.66 21.28
F -1.28 3.67 20.39
C -0.02 0.37 18.99
F -0.14 0.18 17.68
F 1.06 -0.28 19.43
F -1.12 -0.21 19.53
H -1.68 5.71 15.12
H -1.49 6.47 16.68
H -2.63 5.11 16.50
H 0.88 5.24 15.18
H 2.60 3.63 15.89
H 1.79 1.36 15.35
H 3.15 0.43 13.67
H 5.45 -0.17 12.85
H 5.89 -1.51 13.92
H 6.79 -0.02 13.99
H 6.25 -0.33 16.44
H -1.78 3.76 18.12
F 4.59 4.16 17.07
B 3.93 5.01 17.83
F 3.94 6.27 17.43
*
```

=====

The following is a quantum chemistry calculation of a single C8H7FN2 molecule, from the Open Molecules 2025 dataset.

Orbital gap (spin up / spin down) (eV): 7.27 / 7.27
Largest force on an atom (hartree/bohr): 0.0836
Structure (SMILES): N[C@@]1(F)C=c2ccccc2=N1
ΔE to the lowest compared entry with this formula, charge and spin (kcal per mole): 49.9

```
! RIJCOSX wB97M-V def2-TZVPD def2/J DEFGRID3
* xyz 0 1
C -2.41 0.21 0.31
C -2.23 -1.20 0.37
C -1.36 1.08 0.52
C -0.98 -1.68 0.44
C 1.21 1.20 0.38
C -0.01 0.62 0.42
C 0.21 -0.88 0.31
C 2.29 -0.15 0.09
N 1.37 -1.28 -0.01
N 3.18 0.18 -0.97
F 2.99 -0.28 1.30
H -3.44 0.46 0.33
H -3.14 -1.66 0.20
H -1.51 2.10 0.51
H -0.63 -2.70 0.67
H 1.66 2.15 0.28
H 3.64 -0.68 -1.26
H 2.61 0.41 -1.75
*
```

=====

Copy entry 1 word for word.
The following is a quantum chemistry calculation of 2 unconnected molecules or ions with the total composition C6H10, from the Open Molecules 2025 dataset.

Orbital gap (spin up / spin down) (eV): 4.93 / 6.14
Largest force on an atom (hartree/bohr): 0.0500
ΔE to the lowest compared entry with this formula, charge and spin (kcal per mole): 76.8

```
! RIJCOSX wB97M-V def2-TZVPD def2/J DEFGRID3
* xyz -1 2
C 0.94 1.16 1.04
C 1.49 1.23 2.32
C 1.10 -0.15 0.24
C -0.24 -0.61 -0.24
C -0.77 -0.75 -1.44
C -2.24 -1.00 -1.68
H 0.05 1.72 0.70
H 2.65 2.31 1.84
H 1.03 2.08 2.87
H 1.79 -0.07 -0.60
H 1.37 -0.86 1.01
H -0.93 -0.70 0.61
H -0.17 -0.53 -2.32
H -2.65 -1.54 -0.84
H -2.73 -0.03 -1.83
H -2.34 -1.62 -2.58
*
```

=====

Q: The highest ΔE to the lowest compared entry with this formula, charge and spin belongs to which entry?
A: C6H10